# 1
{
  "formula": "C3H2F3N3S",
  "method": "ωB97M-V/def2-TZVPD",
  "homo_ev": -8.397,
  "gap_ev": 7.02,
  "energy_ev": -26597.8214,
  "lumo_energy_ev": -1.38,
  "total_charge": 0,
  "relative_energy_kcal_mol": 0.0,
  "species": ["C", "C", "C", "F", "N", "H", "F", "F", "S", "N", "N", "H"],
  "coordinates": [[0.331, -1.879, 0.502], [0.835, 1.371, -0.962], [-1.110, 1.200, 0.372], [1.694, -2.197, 0.706], [0.220, -0.525, 0.458], [-2.118, 1.481, 0.580], [0.029, -2.528, -0.606], [-0.295, -2.477, 1.632], [2.247, 1.159, -1.591], [-0.942, -0.012, 0.750], [-0.275, 1.838, -0.602], [-0.616, 2.569, -1.240]]
}

# 2
{
  "formula": "C3H2F4O",
  "method": "ωB97M-V/def2-TZVPD",
  "homo_ev": -9.068,
  "gap_ev": 9.60,
  "smiles": "OC1C(F)(F)C1(F)F",
  "energy_ev": -16057.5534,
  "lumo_energy_ev": 0.54,
  "total_charge": 0,
  "relative_energy_kcal_mol": 57.7,
  "species": ["F", "F", "H", "C", "O", "C", "H", "C", "F", "F"],
  "coordinates": [[0.520, 1.440, 1.186], [0.620, -1.246, 1.160], [-0.735, -0.236, -1.550], [-0.697, 0.014, -0.431], [-1.732, 0.119, 0.391], [0.582, -0.824, -0.071], [-1.610, -0.480, 1.207], [0.497, 0.942, -0.045], [1.217, 1.691, -0.889], [1.338, -1.420, -0.959]]
}

# 3
{
  "formula": "C3H2FGdO2",
  "method": "ωB97M-V/def2-TZVPD",
  "homo_ev": [-11.440, -13.429],
  "gap_ev": [7.04, 6.62],
  "spin_multiplicity": 9,
  "energy_ev": -30772.6261,
  "lumo_energy_ev": [-4.40, -6.81],
  "total_charge": 1,
  "relative_energy_kcal_mol": 157.4,
  "species": ["O", "O", "H", "C", "H", "F", "Gd", "C", "C"],
  "coordinates": [[0.341, -1.934, -0.397], [-0.904, 1.418, -0.491], [-1.483, -0.420, -1.231], [0.348, -0.539, -0.219], [0.558, 1.189, 1.651], [1.589, -0.054, -0.241], [-0.331, 2.941, 1.185], [0.568, -2.779, 0.510], [-0.687, 0.179, -0.767]]
}

# 4
{
  "formula": "C3H2FLiO2",
  "method": "ωB97M-V/def2-TZVPD",
  "homo_ev": -7.834,
  "gap_ev": 6.62,
  "energy_ev": -10156.0711,
  "lumo_energy_ev": -1.22,
  "total_charge": 0,
  "relative_energy_kcal_mol": 148.7,
  "species": ["H", "O", "F", "C", "O", "H", "C", "C", "Li"],
  "coordinates": [[-1.425, 0.337, -1.181], [1.222, -0.617, 0.205], [-0.937, -1.451, 0.929], [0.880, 0.525, 0.833], [0.151, 1.172, -0.021], [0.155, 0.546, -2.007], [0.096, -1.100, -0.578], [-0.337, 0.247, -1.072], [0.196, 0.343, 2.891]]
}

# 5
{
  "formula": "C3H2FLiO3Pb",
  "method": "ωB97M-V/def2-TZVPD",
  "homo_ev": [-5.397, -4.952],
  "gap_ev": [4.35, 3.99],
  "energy_ev": -17454.2821,
  "lumo_energy_ev": [-1.05, -0.96],
  "total_charge": 0,
  "species": ["F", "C", "O", "C", "O", "H", "O", "C", "Pb", "Li", "H"],
  "coordinates": [[0.376, 2.319, -0.494], [0.544, 0.972, -0.420], [-0.362, 0.315, -1.035], [-1.924, -0.915, 0.159], [-1.504, -0.754, 1.259], [1.800, -0.540, 0.331], [-2.357, -1.666, -0.635], [1.545, 0.520, 0.383], [-0.340, -1.648, -2.495], [-0.023, 0.162, 2.131], [2.245, 1.234, 0.817]]
}

# 6
{
  "formula": "C3H2FN",
  "method": "ωB97M-V/def2-TZVPD",
  "homo_ev": -9.141,
  "gap_ev": 9.34,
  "energy_ev": -7346.4941,
  "lumo_energy_ev": 0.20,
  "total_charge": 0,
  "relative_energy_kcal_mol": 74.3,
  "species": ["C", "N", "H", "C", "F", "C", "H"],
  "coordinates": [[-1.226, 0.064, 0.008], [0.890, -0.122, -0.002], [0.606, 2.001, -0.083], [-0.381, -0.963, -0.008], [-2.532, 0.217, -0.002], [0.238, 0.949, -0.007], [-0.266, -2.081, 0.000]]
}

# 7
{
  "formula": "C3H2FN",
  "method": "ωB97M-V/def2-TZVPD",
  "homo_ev": -9.431,
  "gap_ev": 7.97,
  "energy_ev": -7343.7405,
  "lumo_energy_ev": -1.46,
  "total_charge": 0,
  "relative_energy_kcal_mol": 137.8,
  "species": ["H", "C", "C", "C", "F", "N", "H"],
  "coordinates": [[0.333, 2.056, -0.214], [-0.083, 1.208, 0.261], [1.019, -0.428, 0.478], [-0.553, 0.009, 0.003], [2.001, -0.178, -0.356], [-1.441, -0.851, 0.026], [-1.276, -1.817, -0.197]]
}

# 8
{
  "formula": "C3H2FO3",
  "method": "ωB97M-V/def2-TZVPD",
  "homo_ev": -4.336,
  "gap_ev": 8.51,
  "smiles": "O=C([O-])[C@@]1(F)CO1",
  "energy_ev": -12003.3132,
  "lumo_energy_ev": 4.18,
  "total_charge": -1,
  "relative_energy_kcal_mol": 51.3,
  "species": ["C", "F", "O", "C", "C", "O", "H", "H", "O"],
  "coordinates": [[-0.369, 2.455, 1.021], [-1.781, 1.747, -0.942], [-0.200, 2.213, 2.216], [-1.006, 1.350, 0.063], [-0.031, 0.322, -0.261], [0.140, 3.387, 0.395], [0.715, 0.376, 0.487], [0.238, -0.143, -1.155], [-1.219, 0.036, 0.423]]
}

# 9
{
  "formula": "C3H2FOSc",
  "method": "ωB97M-V/def2-TZVPD",
  "homo_ev": [-2.400, -2.489],
  "gap_ev": [5.33, 5.22],
  "spin_multiplicity": 2,
  "energy_ev": -28606.5572,
  "lumo_energy_ev": [2.93, 2.73],
  "total_charge": -1,
  "species": ["C", "H", "F", "O", "C", "H", "Sc", "C"],
  "coordinates": [[1.102, -0.480, -0.432], [2.123, -0.834, -0.194], [-2.418, 1.558, 1.316], [1.764, 0.250, -2.617], [0.919, 0.187, -1.740], [0.143, -1.202, 1.247], [-1.593, 0.747, -0.610], [0.086, -0.418, 0.472]]
}

# 10
{
  "formula": "C3H2I2",
  "method": "ωB97M-V/def2-TZVPD",
  "homo_ev": -9.520,
  "gap_ev": 9.14,
  "energy_ev": -19342.0958,
  "lumo_energy_ev": -0.38,
  "total_charge": 0,
  "relative_energy_kcal_mol": 0.0,
  "species": ["H", "H", "C", "C", "C", "I", "I"],
  "coordinates": [[-0.825, -2.026, -0.041], [0.613, 2.044, -0.221], [-0.269, -1.176, 0.155], [1.103, 1.070, -0.040], [0.369, -0.173, -0.030], [2.591, 0.867, -1.565], [1.817, 1.597, 1.892]]
}

# 11
{
  "formula": "C3H2I2N2O",
  "method": "ωB97M-V/def2-TZVPD",
  "homo_ev": -8.952,
  "gap_ev": 9.02,
  "smiles": "On1ncc(I)c1I",
  "energy_ev": -24367.8803,
  "lumo_energy_ev": 0.07,
  "total_charge": 0,
  "relative_energy_kcal_mol": 78.9,
  "species": ["O", "H", "H", "N", "I", "C", "N", "C", "I", "C"],
  "coordinates": [[-1.689, 1.540, -0.642], [-2.259, 1.919, 0.025], [-0.253, -2.464, 0.352], [-0.937, 0.663, 0.092], [2.844, -1.758, 0.097], [-0.291, -1.389, 0.157], [-1.275, -0.615, -0.015], [0.856, 0.565, -0.023], [2.008, 2.274, -0.051], [0.996, -0.736, 0.010]]
}

# 12
{
  "formula": "C3H2I2NO2",
  "method": "ωB97M-V/def2-TZVPD",
  "homo_ev": [-1.107, -5.473],
  "gap_ev": [3.75, 6.55],
  "spin_multiplicity": 3,
  "energy_ev": -24927.2483,
  "lumo_energy_ev": [2.64, 1.07],
  "total_charge": -1,
  "species": ["I", "O", "H", "C", "I", "N", "O", "C", "C", "H"],
  "coordinates": [[-0.667, 1.451, -2.449], [-2.325, 1.814, 1.016], [0.988, 1.402, -0.386], [-0.839, 0.118, 0.294], [1.754, -0.922, -1.362], [-1.004, -1.044, 0.719], [-0.349, 1.635, 2.016], [0.244, 0.625, -0.710], [-1.218, 1.419, 1.243], [-0.450, -1.763, 0.284]]
}

# 13
{
  "formula": "C3H2I3O2",
  "method": "ωB97M-V/def2-TZVPD",
  "homo_ev": [-4.604, -4.603],
  "gap_ev": [7.04, 7.03],
  "energy_ev": -31538.6056,
  "lumo_energy_ev": [2.43, 2.43],
  "total_charge": -1,
  "relative_energy_kcal_mol": 49.0,
  "species": ["C", "H", "H", "I", "O", "I", "I", "C", "O", "C"],
  "coordinates": [[1.599, -0.896, -0.295], [0.112, -0.559, 1.815], [-0.189, 1.599, -1.093], [-1.031, -2.284, 0.094], [1.445, -1.719, -1.143], [-2.681, 0.779, -1.158], [-1.183, 2.649, 1.306], [-0.820, 1.352, -0.311], [2.547, -0.204, 0.103], [0.201, -0.717, 0.680]]
}

# 14
{
  "formula": "C3H2IN",
  "method": "ωB97M-V/def2-TZVPD",
  "homo_ev": -7.926,
  "gap_ev": 7.35,
  "energy_ev": -12728.5113,
  "lumo_energy_ev": -0.57,
  "total_charge": 0,
  "relative_energy_kcal_mol": 91.5,
  "species": ["N", "C", "C", "H", "I", "C", "H"],
  "coordinates": [[0.882, -0.432, 0.165], [-0.987, 0.458, -0.381], [1.339, -0.755, -0.858], [1.914, -1.209, -1.610], [-2.770, 1.440, 0.250], [-0.169, 0.172, 0.684], [-0.209, 0.327, 1.750]]
}

# 15
{
  "formula": "C3H2IN2",
  "method": "ωB97M-V/def2-TZVPD",
  "homo_ev": -14.947,
  "gap_ev": 7.13,
  "energy_ev": -14211.3663,
  "lumo_energy_ev": -7.82,
  "total_charge": 1,
  "relative_energy_kcal_mol": 35.8,
  "species": ["H", "C", "N", "N", "C", "H", "I", "C"],
  "coordinates": [[-0.022, -0.604, -1.405], [-0.437, -0.290, -0.415], [1.248, 0.739, 0.829], [-0.324, 1.143, -0.848], [0.526, 1.403, -0.018], [0.850, -1.156, 1.241], [-2.463, -0.850, -0.037], [0.622, -0.385, 0.653]]
}

# 16
{
  "formula": "C3H2IN2",
  "method": "ωB97M-V/def2-TZVPD",
  "homo_ev": [-13.117, -16.264],
  "gap_ev": [6.63, 6.44],
  "spin_multiplicity": 3,
  "energy_ev": -14209.3218,
  "lumo_energy_ev": [-6.49, -9.82],
  "total_charge": 1,
  "relative_energy_kcal_mol": 38.2,
  "species": ["H", "N", "C", "I", "H", "N", "C", "C"],
  "coordinates": [[0.724, 1.277, -1.362], [-0.309, -1.173, 0.897], [0.419, -1.395, -0.090], [-2.226, 0.710, -0.080], [-0.023, 0.630, 1.674], [0.983, -0.765, -1.079], [0.679, 0.413, -0.613], [-0.247, 0.303, 0.652]]
}

# 17
{
  "formula": "C3H2IO2S",
  "method": "ωB97M-V/def2-TZVPD",
  "homo_ev": -3.355,
  "gap_ev": 6.59,
  "energy_ev": -26171.3772,
  "lumo_energy_ev": 3.24,
  "total_charge": -1,
  "relative_energy_kcal_mol": 43.9,
  "species": ["H", "C", "O", "O", "C", "S", "C", "H", "I"],
  "coordinates": [[2.158, -1.508, 0.326], [1.761, -0.542, -0.059], [-2.243, -1.496, 1.167], [-1.823, -1.600, -1.321], [1.239, 0.553, 0.040], [-1.394, -1.286, 0.000], [0.760, 1.844, 0.319], [1.054, 2.669, -0.417], [-1.512, 1.364, -0.055]]
}

# 18
{
  "formula": "C3H2LaO3",
  "method": "ωB97M-V/def2-TZVPD",
  "homo_ev": [-16.113, -16.130],
  "gap_ev": [5.90, 6.24],
  "spin_multiplicity": 2,
  "energy_ev": -10121.9857,
  "lumo_energy_ev": [-10.21, -9.89],
  "total_charge": 2,
  "relative_energy_kcal_mol": 95.0,
  "species": ["O", "O", "H", "O", "C", "H", "La", "C", "C"],
  "coordinates": [[0.259, -0.677, 0.832], [-0.166, 0.778, -0.731], [1.785, 1.578, -0.538], [-1.284, -1.159, -0.767], [-0.434, -0.424, -0.325], [0.612, 1.853, 1.155], [-2.806, -3.536, -0.787], [1.116, 0.314, 1.105], [0.917, 1.273, 0.056]]
}

# 19
{
  "formula": "C3H2Li2O3V",
  "method": "ωB97M-V/def2-TZVPD",
  "homo_ev": [-15.755, -15.799],
  "gap_ev": [8.14, 7.97],
  "spin_multiplicity": 4,
  "energy_ev": -35365.6310,
  "lumo_energy_ev": [-7.61, -7.83],
  "total_charge": 2,
  "relative_energy_kcal_mol": 38.2,
  "species": ["C", "H", "Li", "C", "O", "O", "Li", "O", "H", "C", "V"],
  "coordinates": [[-0.212, 0.077, 0.124], [1.116, 0.191, -1.514], [1.954, 1.336, 1.543], [-1.805, -1.606, -0.171], [-1.388, -1.827, 1.095], [-1.251, -0.570, -0.729], [1.932, 3.122, -1.137], [1.443, 1.728, -0.150], [-0.576, 0.351, 1.114], [0.807, 0.632, -0.556], [-2.020, -3.434, 0.381]]
}

# 20
{
  "formula": "C3H2N2",
  "method": "ωB97M-V/def2-TZVPD",
  "homo_ev": -11.044,
  "gap_ev": 8.47,
  "energy_ev": -6116.7805,
  "lumo_energy_ev": -2.58,
  "total_charge": 0,
  "relative_energy_kcal_mol": 131.6,
  "species": ["N", "N", "C", "C", "H", "H", "C"],
  "coordinates": [[-1.453, -1.250, -1.879], [-0.039, 0.625, -1.196], [0.949, -0.184, 1.886], [-0.826, -0.353, -1.510], [1.272, -0.432, 2.860], [-0.465, 1.513, -0.955], [0.563, 0.080, 0.794]]
}